# 1
Formula: C4H15N2O
Source: the OMol25 dataset
Level of theory: the ωB97M-V functional and the def2-TZVPD basis

Structure (XYZ):
```
22
Properties=species:S:1:pos:R:3:forces:R:3
H 1.915 3.257 -0.702 -0.262 0.443 -0.232
H -0.026 0.556 1.223 -0.085 -0.433 1.023
H -1.392 1.547 0.865 0.589 -0.697 -0.400
H -2.211 -0.620 -2.031 -0.466 0.354 1.043
H -0.265 0.465 -1.071 -0.837 -0.284 1.475
H -2.948 -0.754 -0.336 -0.366 -0.557 -0.290
H -1.870 0.166 1.524 1.887 -0.119 -0.453
C -2.303 -0.189 -1.000 0.204 0.016 -0.445
C 1.137 -1.551 0.361 -0.144 1.960 1.520
H -0.952 -2.002 0.456 -0.723 -1.068 0.531
H -0.279 -1.880 -1.142 -0.477 -0.673 -0.818
O 2.326 2.624 -0.120 -1.426 -0.066 0.918
N 1.478 -0.105 0.761 2.554 -0.236 -0.115
H 1.901 -2.022 -0.298 -0.828 0.327 0.356
H 1.089 -2.069 1.368 0.383 0.322 -1.393
H 1.931 0.567 0.099 -1.667 -0.775 -0.774
C -0.307 -1.446 -0.171 1.175 -1.357 -0.301
H 2.397 -0.189 1.200 -0.462 -0.270 1.420
C -0.936 -0.133 -0.354 0.253 1.971 -2.538
H -2.736 0.821 -1.021 0.146 -0.188 -0.412
N -1.067 0.557 0.942 -1.256 1.640 0.693
H 3.118 2.400 -0.553 1.808 -0.312 -0.809
```
Positions in Å, forces in eV/Å.

Values from the calculation:
- max |F| (eV/Å) = 3.22
- HOMO (eV) = -14.4
- relative energy (zero: lowest compared OMol25 entry of this formula, charge and spin) (eV) = 1.582
- 2S+1 = 1
- charge = +1

=====

# 2
Formula: C4H15N2O
Source: the OMol25 dataset
Level of theory: the ωB97M-V functional and the def2-TZVPD basis

Structure (XYZ):
```
22
Properties=species:S:1:pos:R:3:forces:R:3
H 1.578 2.342 0.698 -0.583 -0.592 -1.001
H -1.949 -2.321 0.630 -0.458 0.494 0.573
H 1.096 0.812 -0.932 1.750 -1.308 -0.850
H -2.210 -0.491 1.165 -0.144 -1.320 -0.551
N 0.323 0.863 -0.340 -2.920 1.008 2.296
H 0.026 2.184 1.439 0.371 -0.482 -2.203
H 0.150 0.174 0.441 1.726 -0.497 0.320
C -0.950 0.497 -1.147 -2.325 2.168 1.552
H 3.455 -1.147 0.049 -0.162 0.339 -0.301
N -0.304 -1.135 1.395 0.130 -0.463 0.651
H -2.549 -1.043 -1.122 1.354 0.256 -0.825
C 0.522 2.168 0.374 -0.441 0.270 3.460
H 3.882 -0.300 -1.135 0.474 0.127 -0.384
C -1.597 -1.281 0.649 1.292 0.873 -0.240
H 0.463 -1.792 1.236 -0.470 -0.123 -1.046
C -1.460 -0.919 -0.863 -0.579 0.184 1.434
H -0.482 -1.389 2.365 -0.266 0.719 0.146
O 3.128 -0.486 -0.584 -0.419 -0.368 0.649
H -0.532 0.749 -2.102 -1.244 -0.286 -1.107
H -1.941 1.122 -0.809 3.034 -0.549 -0.982
H -0.806 -1.644 -1.285 0.159 -0.845 -0.759
H 0.157 3.034 -0.124 -0.280 0.393 -0.830
```
Positions in Å, forces in eV/Å.

Values from the calculation:
- max |F| (eV/Å) = 3.85
- HOMO (eV) = -14.2
- relative energy (zero: lowest compared OMol25 entry of this formula, charge and spin) (eV) = 2.088
- 2S+1 = 1
- charge = +1

=====

# 3
Formula: C4H15N2O
Source: the OMol25 dataset
Level of theory: the ωB97M-V functional and the def2-TZVPD basis

Structure (XYZ):
```
22
Properties=species:S:1:pos:R:3:forces:R:3
C 0.965 0.156 1.235 -0.052 -1.205 0.069
N 0.098 -0.954 1.820 -1.149 -0.360 -1.160
C 0.645 -0.716 -1.271 0.703 0.300 1.364
H 1.739 0.314 1.966 0.135 0.762 0.214
H 2.232 -1.217 0.065 -0.203 0.017 0.361
H 0.275 0.977 1.048 0.285 0.224 0.472
H 0.357 1.660 -3.023 1.194 -0.380 0.457
H 0.151 -1.658 -1.033 -0.213 0.005 -0.576
H 0.558 -1.823 2.095 0.484 0.172 0.067
H -2.634 0.682 2.264 0.130 -0.010 -0.092
O -2.488 0.178 1.447 -0.131 0.328 0.255
H -0.983 -0.044 -2.483 -0.070 0.157 -0.182
C 1.584 -0.341 -0.058 -0.158 -0.092 -1.254
H -0.515 -1.192 1.032 -0.173 -0.391 0.323
H -0.320 2.469 -1.834 0.484 0.248 1.199
H -0.600 -0.728 2.536 0.472 0.469 0.177
H 2.274 0.404 -0.454 0.010 0.370 0.375
H 1.359 -0.834 -2.080 -0.372 -0.341 -0.433
H -3.386 0.163 1.087 0.070 -0.258 -0.177
N 0.189 1.595 -2.001 -2.554 0.071 -2.578
H -1.056 0.539 -0.735 -0.273 0.057 -0.288
C -0.443 0.370 -1.621 1.381 -0.144 1.405
```
Positions in Å, forces in eV/Å.

Values from the calculation:
- max |F| (eV/Å) = 3.63
- HOMO (spin up / spin down) (eV) = -19.4 / -19.4
- relative energy (zero: lowest compared OMol25 entry of this formula, charge and spin) (eV) = 0.761
- 2S+1 = 2
- charge = +2

=====

# 4
Formula: C4H15N2O
Source: the OMol25 dataset
Level of theory: the ωB97M-V functional and the def2-TZVPD basis

Structure (XYZ):
```
22
Properties=species:S:1:pos:R:3:forces:R:3
N 2.965 0.816 1.086 0.512 0.218 0.384
H 3.241 -0.990 -0.087 -0.208 -0.283 -0.049
C -0.555 0.262 0.691 1.395 -1.250 0.249
N -2.878 -0.254 0.803 -0.191 -1.158 -0.385
O 3.184 -1.142 -1.039 0.011 0.235 -0.191
H 3.502 1.035 0.242 -0.320 0.081 0.055
C -1.824 -0.906 -1.238 -0.124 -0.884 -0.829
H 3.124 1.515 1.819 0.043 0.034 -0.308
H 0.712 1.967 0.069 0.292 0.119 0.345
H 0.681 0.608 -1.086 0.793 -0.505 0.092
H -2.699 -0.957 -1.896 -0.009 0.416 0.317
H -0.244 -0.793 0.783 -0.033 -0.136 0.121
H -0.649 0.626 1.709 -0.378 0.492 -0.076
H -2.253 1.102 -0.539 0.313 0.221 -0.179
H -0.980 -0.666 -1.889 0.015 -0.016 0.042
H 2.309 -0.917 -1.372 0.224 -0.250 0.184
H -2.664 -1.013 1.460 0.013 0.253 0.269
H -1.696 -1.918 -0.845 0.219 0.173 0.146
H 1.949 0.752 0.957 -0.414 -0.803 -0.089
H -3.872 -0.196 0.570 -0.132 0.375 0.003
C 0.528 0.908 -0.057 -1.687 1.983 -0.974
C -1.882 0.160 -0.141 -0.334 0.686 0.874
```
Positions in Å, forces in eV/Å.

Values from the calculation:
- max |F| (eV/Å) = 2.78
- HOMO (spin up / spin down) (eV) = -18.0 / -18.0
- relative energy (zero: lowest compared OMol25 entry of this formula, charge and spin) (eV) = 5.570
- 2S+1 = 2
- charge = +2

=====

# 5
Formula: C4H15N2O2
Source: the OMol25 dataset
Level of theory: the ωB97M-V functional and the def2-TZVPD basis

Structure (XYZ):
```
23
Properties=species:S:1:pos:R:3:forces:R:3
H -1.582 0.413 -0.860 0.839 -0.434 1.222
H -1.528 -2.031 1.779 0.473 -1.171 1.321
H 0.850 3.637 -0.907 -4.088 3.700 -0.326
H -1.479 -0.672 -1.956 0.568 -0.805 -0.703
N 1.204 0.543 -0.064 0.508 -2.229 1.023
C 0.543 -0.020 -1.392 0.085 -1.931 3.188
H -0.652 0.645 2.285 0.556 0.495 0.018
H 0.700 0.404 0.897 0.521 0.878 -2.467
O 0.029 1.363 2.321 -1.346 -0.459 0.450
O 1.528 3.100 -0.735 4.788 -4.245 0.561
H 2.137 0.077 0.144 -1.286 0.858 -0.775
H -0.364 -3.747 0.085 -0.202 0.116 0.364
N -1.592 -1.262 1.168 3.608 -1.702 -0.498
H -2.514 -1.079 1.201 -4.157 1.426 -0.491
H 0.849 0.718 -2.090 -1.054 0.986 -0.921
H 1.218 -0.838 -1.641 -0.568 -0.467 -0.030
H 1.332 1.524 -0.369 -0.025 0.198 0.922
H 0.251 -2.877 -1.311 0.327 0.374 -1.506
C -0.938 -0.486 -1.032 -0.266 1.481 -2.046
H -0.399 2.015 2.908 0.505 -0.216 -0.311
C -1.103 -1.696 -0.096 3.294 0.149 -1.986
H 1.902 3.098 0.155 -0.519 1.198 -0.106
C -0.392 -2.830 -0.489 -2.563 1.800 3.098
```
Positions in Å, forces in eV/Å.

Values from the calculation:
- max |F| (eV/Å) = 6.42
- HOMO (eV) = -12.6
- relative energy (zero: lowest compared OMol25 entry of this formula, charge and spin) (eV) = 2.853
- 2S+1 = 1
- charge = +1

=====

# 6
Formula: C4H15N2O2
Source: the OMol25 dataset
Level of theory: the ωB97M-V functional and the def2-TZVPD basis

Structure (XYZ):
```
23
Properties=species:S:1:pos:R:3:forces:R:3
O 2.006 -0.575 2.515 -0.185 -0.172 -0.350
H 0.006 -0.180 1.013 0.294 0.341 0.235
H 2.451 -1.382 2.231 0.095 0.120 0.155
H 2.001 -3.357 -0.765 0.310 0.407 -0.382
H -0.601 1.987 1.682 0.453 0.549 0.648
H -1.571 2.361 -1.100 -0.859 -0.816 0.735
H 1.010 0.925 0.324 0.512 -0.385 0.119
H -1.067 -1.867 -3.008 0.072 -0.062 0.115
H 0.970 -0.756 -0.100 0.436 0.457 -0.645
O 1.477 -2.623 -0.416 -0.314 -0.930 0.810
H -2.126 -0.169 -2.279 0.815 1.240 1.148
H -1.297 3.498 0.969 -0.351 -0.791 0.337
C -1.460 1.665 -0.221 1.190 3.330 -0.846
N -0.734 -1.516 -2.128 0.644 0.280 0.945
H -2.381 1.526 0.343 -0.313 -0.866 -0.737
C -1.186 -0.303 -1.683 -0.607 -1.364 -1.922
H 2.164 -0.515 3.462 0.021 0.032 0.057
H 0.979 -3.110 0.270 0.005 0.464 -0.222
C -0.709 2.583 0.785 -0.083 0.635 -0.504
H 0.203 3.109 0.452 0.247 -1.014 -0.056
C -0.663 0.531 -0.774 -1.154 -0.947 0.579
N 0.446 0.098 0.129 -1.182 -0.285 0.242
H 0.082 -1.930 -1.701 -0.045 -0.224 -0.460
```
Positions in Å, forces in eV/Å.

Values from the calculation:
- max |F| (eV/Å) = 3.64
- HOMO (eV) = -12.1
- relative energy (zero: lowest compared OMol25 entry of this formula, charge and spin) (eV) = 1.717
- 2S+1 = 1
- charge = +1